No. 1
81
Properties=species:S:1:pos:R:3:lowdin_charge:R:1 method="wB97M-V/def2-TZVPD" energy_ha=-2492.447964 lumo_energy_ev=-1.20 homo_ev=-9.61 smiles="CC(C)COC(=O)OCCCC(F)(F)C(F)(F)F.O=C1c2ccccc2C(=O)c2ccccc21.O=C1c2ccccc2C(=O)c2ccccc21"
H -3.668 2.722 5.091 0.147
C -2.924 -1.038 -4.951 -0.054
F -2.682 2.107 -0.581 0.037
C 5.905 1.932 5.022 -0.278
C -2.517 4.568 2.189 -0.110
C -1.156 -2.718 -8.456 -0.279
H 4.422 2.971 9.298 0.108
C -2.423 -0.421 -1.215 -0.183
H 1.068 -5.989 -6.003 0.121
H 2.846 0.605 1.776 0.119
C 5.545 1.486 3.661 -0.085
H -1.187 0.131 0.742 0.132
C -1.830 -0.749 0.278 -0.077
H -1.895 -2.586 -3.863 0.112
C 4.836 2.126 6.021 -0.085
H 7.596 1.455 2.966 0.122
H 1.976 -7.047 -8.050 0.107
C 4.161 2.691 8.279 -0.056
C 3.138 1.521 4.302 -0.272
C 0.821 -5.576 -6.979 0.005
C -0.012 -4.454 -7.083 -0.086
C 3.499 1.948 5.668 -0.084
C -2.081 -2.147 -4.842 0.011
F -3.208 -1.575 -1.752 0.002
F -4.759 0.747 -0.871 0.031
C -3.337 0.969 -1.283 -0.129
C -2.578 -1.009 -7.342 0.007
C 5.168 2.493 7.332 0.008
O 7.077 2.132 5.320 0.099
H -2.776 -0.559 -8.314 0.121
C -3.070 -1.094 1.312 -0.143
C 2.823 2.533 7.919 -0.057
H -0.647 1.998 4.031 0.081
F -1.248 -0.160 -2.125 -0.013
C -0.988 2.586 3.065 -0.106
O 1.962 1.378 3.986 0.081
C -1.744 -2.129 -7.237 -0.088
H 4.637 0.193 0.115 0.108
H 7.008 0.639 0.703 0.109
H -0.029 3.165 2.670 0.095
C 1.017 -5.656 -9.387 -0.059
C 6.224 0.810 1.437 -0.056
H -3.778 -0.161 1.314 0.112
H 6.210 2.621 7.620 0.122
C -2.193 3.608 3.499 -0.337
H -3.503 -2.022 3.353 0.146
O -2.315 -0.278 3.693 -0.098
H -3.390 -0.621 -4.061 0.079
C 4.892 0.563 1.105 -0.057
F -3.404 1.334 -2.747 0.003
C 0.201 -4.527 -9.492 0.005
H -1.267 1.807 2.237 0.064
O -3.895 1.626 3.219 -0.087
C 4.211 1.263 3.322 -0.085
C 1.334 -6.173 -8.132 -0.060
H 1.406 -6.129 -10.286 0.107
C -3.166 -0.466 -6.199 -0.047
H -3.817 0.402 -6.283 0.110
H -3.721 -2.001 0.897 0.142
O -1.372 -2.218 -9.554 0.095
H 1.443 2.035 6.344 0.118
H -1.078 -1.670 0.193 0.151
H 2.038 2.694 8.655 0.108
C -1.485 -2.690 -5.987 -0.083
C -0.309 -3.922 -8.337 -0.086
C 3.885 0.794 2.043 0.005
O -4.402 0.013 5.039 0.023
H -3.283 5.381 2.569 0.083
C 2.489 2.162 6.616 0.007
H -3.059 3.892 1.397 0.081
H -1.546 5.084 1.779 0.087
C -0.585 -3.853 -5.861 -0.279
C 6.553 1.270 2.712 0.008
C -3.577 0.444 4.044 -0.239
O -0.321 -4.318 -4.759 0.095
H -0.038 -4.126 -10.475 0.121
C -3.603 2.886 3.920 -0.156
H -1.624 -2.137 2.858 0.155
H -4.470 3.645 3.611 0.144
C -2.594 -1.445 2.842 -0.164
H -1.836 4.233 4.443 0.145

---

No. 2
26
Properties=species:S:1:pos:R:3:nbo_charge:R:1 method="wB97M-V/def2-TZVPD" energy_ha=-678.280745 lumo_energy_ev=-10.96 homo_ev=-16.63 de_lowest_ev=0.000 charge=+2
C 3.056 2.852 0.841 -0.092
Hf -0.417 -0.290 -0.041 2.350
O -3.157 -0.073 2.963 -0.386
C 1.060 1.848 1.793 0.168
H 3.850 2.856 0.091 0.263
H -0.605 1.422 -0.571 0.136
H -0.724 -3.070 -0.496 0.293
C -2.202 0.126 2.248 0.726
H -0.822 0.918 -1.303 0.052
C -0.199 3.011 3.569 -0.022
C -1.208 2.075 3.458 -0.217
O -2.066 -0.448 0.984 -0.766
H -2.164 2.146 3.986 0.295
H 1.912 4.723 3.448 0.258
H -1.847 -2.174 -1.528 0.300
C -1.036 1.015 2.582 0.147
C 1.979 3.888 2.746 -0.125
C 2.053 1.879 0.791 -0.276
H -0.311 3.884 4.231 0.273
H 2.062 1.150 -0.037 0.180
C -0.807 -2.181 -1.147 -1.225
H 3.827 4.571 1.868 0.269
C 3.024 3.836 1.835 -0.182
C 0.949 2.898 2.756 -0.030
N 0.051 0.891 1.739 -0.665
H -0.197 -2.310 -2.054 0.278

---

No. 3
160
Properties=species:S:1:pos:R:3:lowdin_charge:R:1 method="wB97M-V/def2-TZVPD" energy_ha=-3656.657267 lumo_energy_ev=1.92 homo_ev=-7.36 de_lowest_ev=2.605 charge=-1
C 8.635 -6.695 19.480 -0.079
H 14.006 -3.552 16.266 0.077
H 9.951 -10.411 11.114 0.069
H 11.745 -18.489 13.997 0.076
H 18.133 -19.058 13.355 0.078
H 20.568 -5.777 23.794 0.133
H 20.358 -9.275 11.961 0.064
H 19.258 -7.194 7.312 0.076
C 8.569 -19.451 20.011 -0.494
H 8.551 -8.730 11.692 0.066
H 10.072 -17.812 20.134 0.118
C 18.435 -9.237 10.781 -0.419
O 14.548 -13.945 24.431 -0.187
H 22.831 -6.735 23.862 0.075
H 9.591 -12.959 7.307 0.105
C 10.028 -18.875 20.371 -0.114
O 19.722 -7.163 21.818 -0.207
H 18.388 -14.360 18.673 0.076
C 19.558 -9.926 11.610 -0.081
C 13.284 -11.997 23.456 -0.459
C 19.497 -7.450 23.164 -0.210
C 11.451 -14.030 7.741 -0.241
O 11.077 -19.516 19.537 -0.191
H 22.172 -8.338 23.895 0.082
H 13.963 -5.174 15.485 0.080
O 21.317 -20.613 13.627 -0.208
H 20.037 -10.807 11.182 0.073
H 8.723 -20.529 20.064 0.132
N 12.307 -11.711 22.444 0.038
H 10.586 -18.131 12.663 0.070
H 18.643 -6.153 8.510 0.073
H 12.514 -18.635 20.766 0.084
H 14.208 -11.512 23.139 0.130
H 17.349 -10.563 11.437 0.072
H 3.251 -17.056 13.063 0.082
C 10.563 -13.140 6.849 -0.235
H 21.271 -14.899 18.800 0.075
H 7.015 -14.598 11.603 0.061
H 22.037 -18.774 13.053 0.121
H 21.356 -21.717 11.864 0.088
C 18.769 -19.131 14.238 -0.048
H 12.532 -4.408 15.823 0.067
C 6.085 -12.994 14.293 -0.083
H 19.346 -8.519 23.312 0.127
H 4.067 -17.623 11.618 0.084
H 10.392 -13.717 5.940 0.104
C 18.939 -7.875 20.907 -0.114
C 12.281 -18.886 19.731 -0.167
C 3.763 -16.727 12.158 -0.090
H 8.569 -7.779 19.571 0.081
O 7.276 -5.406 22.063 -0.169
H 9.913 -8.770 12.783 0.071
C 20.628 -6.841 24.024 -0.457
C 12.813 -11.411 24.806 -0.050
H 12.824 -12.073 21.656 0.074
C 20.231 -18.563 14.121 -0.438
H 19.179 -10.299 12.562 0.074
O 17.885 -8.156 8.692 -0.174
H 7.190 -19.835 18.498 0.077
H 16.061 -13.110 23.356 0.090
C 18.347 -6.988 7.875 -0.068
H 13.939 -13.881 22.538 0.126
N 20.019 -17.271 13.531 0.016
H 19.378 -16.820 14.169 0.075
C 21.088 -19.309 13.106 -0.202
H 5.744 -13.360 15.261 0.073
H 11.841 -14.848 7.136 0.107
H 6.866 -5.812 24.126 0.084
H 20.354 -13.605 17.889 0.075
H 6.244 -6.936 23.035 0.080
H 6.035 -13.368 11.685 0.060
C 21.942 -21.504 12.758 -0.125
H 13.630 -4.260 13.514 0.078
H 6.801 -19.482 20.868 0.084
O 10.320 -9.562 10.861 -0.110
H 18.070 -11.062 10.253 0.067
C 4.911 -14.920 13.159 -0.229
H 21.322 -6.797 25.820 0.066
H 12.702 -14.074 23.825 0.127
F 13.553 -13.424 16.292 -0.189
C 13.543 -4.168 15.495 -0.183
H 18.366 -18.517 15.043 0.072
H 9.117 -6.545 18.514 0.074
F 12.837 -11.180 16.502 -0.219
H 16.651 -13.898 24.710 0.085
H 3.037 -16.182 11.555 0.081
H 10.857 -6.939 19.966 0.065
F 14.914 -10.538 15.499 -0.220
H 7.626 -6.321 19.306 0.072
H 7.014 -14.862 13.816 0.136
N 7.667 -18.969 20.945 0.019
H 4.649 -15.213 14.175 0.119
H 15.779 -12.407 24.981 0.082
F 14.962 -11.974 17.413 -0.199
F 15.504 -12.708 15.320 -0.190
H 9.483 -5.004 20.546 0.130
H 9.885 -7.590 11.594 0.069
H 12.460 -10.380 24.796 0.073
N 17.494 -10.265 10.483 0.043
H 8.609 -19.239 17.829 0.080
C 6.301 -14.171 13.367 -0.431
H 10.555 -11.412 5.971 0.072
H 5.567 -5.273 22.959 0.091
H 20.391 -13.619 19.629 0.066
H 19.677 -7.769 9.750 0.109
O 11.173 -11.860 6.553 -0.066
C 7.973 -19.105 18.704 -0.079
H 22.008 -7.379 22.460 0.077
H 12.009 -12.047 25.176 0.074
N 20.449 -7.118 25.426 0.036
H 13.629 -11.481 25.526 0.062
O 5.016 -16.006 12.285 -0.183
O 12.376 -17.157 12.663 -0.131
H 17.868 -7.719 21.040 0.088
C 9.293 -6.066 20.704 -0.420
H 18.568 -6.910 23.352 0.124
H 13.063 -19.478 19.256 0.091
H 19.118 -8.948 20.967 0.086
C 11.625 -18.332 12.925 -0.165
H 10.616 -14.468 8.287 0.104
H 22.236 -22.378 13.339 0.087
H 17.990 -8.488 11.436 0.141
C 8.425 -6.257 22.016 -0.198
C 15.784 -13.322 24.388 -0.136
C 20.383 -14.268 18.754 -0.158
H 12.035 -19.175 12.369 0.074
H 4.239 -14.153 12.775 0.120
C 18.965 -8.549 9.482 -0.252
C 9.637 -8.642 11.736 -0.168
C 21.969 -7.324 23.548 -0.070
P 14.214 -11.970 15.949 0.199
H 8.176 -7.317 22.064 0.114
O 19.132 -14.963 18.729 -0.135
N 6.885 -13.726 12.097 0.043
H 10.469 -7.556 21.391 0.067
H 20.696 -18.494 15.104 0.137
H 12.684 -14.001 9.132 0.083
H 5.387 -12.231 13.948 0.077
O 13.552 -3.604 14.212 -0.119
H 20.898 -16.781 13.612 0.071
H 19.577 -9.159 8.817 0.121
H 22.881 -21.004 12.521 0.080
N 10.598 -6.679 20.907 0.024
H 10.254 -18.939 21.436 0.111
H 11.534 -12.358 22.506 0.071
C 13.584 -13.519 23.503 -0.199
F 13.594 -11.841 14.478 -0.183
H 19.737 -6.579 25.896 0.072
C 6.464 -5.872 23.115 -0.138
H 20.582 -19.380 12.143 0.130
H 9.066 -6.090 22.883 0.120
H 12.267 -17.927 19.213 0.087
H 18.754 -20.200 14.450 0.066
H 7.596 -18.083 18.674 0.087
H 8.058 -19.251 21.832 0.075
H 12.298 -16.591 13.435 0.076
H 19.194 -7.588 19.887 0.091
H 6.989 -12.453 14.573 0.081
O 12.404 -13.299 8.540 -0.033
H 17.511 -6.648 7.264 0.082